Here is a cluster of 7 separate species, C32H67O29PS6 in total at a distorted geometry from the Open Molecules 2025 dataset. Energies are from ωB97M-V/def2-TZVPD.

Structure (XYZ):
```
135
Properties=species:S:1:pos:R:3:forces:R:3
C -6.65947 -5.91656 -2.02609 0.21 0.31 0.19
C -6.39578 -4.95850 -0.80272 0.06 -0.60 0.51
C -5.70271 -5.70264 0.42617 0.56 0.11 -1.14
C -4.34422 -5.01731 0.83814 -0.85 -0.49 0.42
C -4.55709 -3.74948 1.76971 1.56 -1.88 -0.54
C -3.13401 -3.30130 2.24130 -0.16 1.82 -0.03
C -3.10130 -1.84537 2.88197 0.39 -0.88 -0.51
C -1.57679 -1.48874 3.03939 -0.70 -0.31 1.12
C -1.28165 -0.21289 3.89957 0.22 0.34 -1.16
C -2.25368 0.98985 3.65622 0.91 1.21 0.73
C -1.55081 2.27002 4.30722 0.81 -0.77 -0.23
C -0.74351 3.11241 3.23614 -0.71 0.12 0.76
C -1.53653 4.42121 2.78717 0.76 -1.14 0.18
C -0.70456 5.72582 2.99774 -0.47 0.15 -0.53
C 0.62483 5.76948 2.15646 -1.58 1.10 -0.31
O 1.78315 5.35123 2.90972 2.36 -1.02 -1.33
P 2.75207 4.30450 2.04904 -2.26 -4.02 -0.39
O 1.89798 3.11982 1.64047 1.62 2.26 0.74
O 4.02861 3.75263 2.98265 -2.07 2.09 -1.77
C 3.52777 2.92060 4.06376 0.40 -1.05 2.17
C 4.07745 1.44824 3.99384 -0.52 0.04 -1.80
C 3.50087 0.70376 2.72066 -0.09 1.22 0.18
O 3.33623 5.00060 0.57554 0.51 -0.05 3.04
O 2.41728 4.57661 -0.39812 -0.64 0.19 -1.54
C 3.11912 3.84670 -1.42432 0.68 -1.29 0.48
C 3.10622 2.28638 -1.20468 0.01 0.40 -0.86
H -6.74928 -6.98807 -1.70898 -0.14 0.95 -0.15
H -7.59614 -5.60364 -2.53125 0.76 -0.38 0.24
H -5.82629 -5.89132 -2.77237 -0.58 0.10 0.57
H -7.38322 -4.54918 -0.48986 0.73 -0.11 -0.15
H -5.73219 -4.10236 -1.08622 -0.68 -0.62 0.05
H -5.44770 -6.72703 0.05348 -0.21 0.67 0.41
H -6.40166 -5.84389 1.28347 0.54 0.28 -0.50
H -3.76906 -4.75387 -0.08672 -0.51 -0.10 0.78
H -3.74223 -5.80837 1.36109 -0.32 0.90 -0.20
H -5.12237 -4.11790 2.65614 -0.01 0.66 -0.64
H -5.09836 -3.00016 1.15241 0.30 -0.17 0.80
H -2.67942 -3.96710 3.01505 -0.53 0.09 -0.82
H -2.42136 -3.23362 1.36276 -0.88 -0.35 0.84
H -3.64907 -1.14214 2.20395 0.55 -0.40 0.54
H -3.64649 -1.85944 3.85987 0.53 0.12 -0.63
H -1.12132 -2.36470 3.57822 -0.22 0.69 -0.56
H -1.09745 -1.46890 2.03213 -0.37 0.27 0.71
H -0.25987 0.14775 3.59049 -0.77 -0.25 0.36
H -1.20414 -0.40667 4.99717 -0.30 -0.08 -0.82
H -2.35536 1.24068 2.56781 -0.24 -0.61 0.85
H -3.24470 0.87405 4.14859 0.58 -0.29 -0.63
H -2.24629 2.87973 4.92813 0.40 -0.22 -0.65
H -0.77631 1.87154 5.01932 -0.81 0.35 -0.39
H 0.24209 3.36366 3.69580 -0.76 0.05 -0.56
H -0.53938 2.47403 2.34659 0.02 0.42 0.71
H -2.49441 4.41681 3.36482 0.74 0.41 -0.55
H -1.79132 4.25578 1.70593 0.09 0.59 0.81
H -0.52677 5.93637 4.08044 0.07 -0.30 -0.82
H -1.33454 6.57803 2.62184 0.61 -0.57 0.33
H 0.80283 6.82977 1.83907 0.01 -0.86 0.31
H 0.44792 5.16881 1.23121 0.50 0.21 0.77
H 2.41748 2.94703 4.14332 0.75 -0.13 -0.34
H 3.92265 3.36112 5.01661 -0.31 -0.10 -0.89
H 5.18591 1.49030 3.85332 -0.79 -0.05 0.63
H 3.76581 0.86783 4.88866 0.44 0.71 -0.29
H 3.86122 1.28249 1.83141 -0.28 -0.79 0.56
H 2.38899 0.83937 2.71427 0.89 -0.49 -0.04
H 3.80912 -0.36116 2.65320 -0.22 0.74 0.11
H 4.17855 4.20762 -1.40727 -0.94 -0.14 -0.42
H 2.60484 4.06443 -2.38641 0.32 0.28 0.77
H 2.12370 1.92604 -0.82327 0.84 0.38 0.03
H 3.96469 1.94981 -0.58370 -0.84 0.17 -0.21
H 3.22932 1.83074 -2.22530 0.07 0.30 0.85
C 1.77963 -3.77102 0.86623 0.34 -0.22 0.25
C 1.97572 -4.58674 -0.39731 0.06 0.57 -0.42
O 0.95323 -5.59334 -0.35153 -0.38 0.13 0.69
S -0.34755 -4.98347 0.38987 0.34 0.12 -0.06
O -1.26802 -4.53777 -0.60841 0.25 -0.30 0.63
O -0.72038 -5.87465 1.44120 -0.06 0.31 -0.66
O 0.36037 -3.68436 1.03807 -0.39 -0.53 -0.59
H 2.19806 -4.28278 1.73683 0.02 0.03 -0.02
H 2.21175 -2.78052 0.78865 -0.36 0.05 0.00
H 2.96097 -5.04388 -0.44725 -0.18 -0.24 0.10
H 1.81085 -3.97706 -1.28822 0.08 0.00 0.09
C 0.48541 0.51351 -4.34965 0.20 0.46 0.25
C 1.78386 0.33687 -5.11653 -0.33 0.06 -0.50
O 2.41785 -0.79190 -4.50860 -0.39 -0.19 0.57
S 1.28290 -1.82245 -3.99103 -0.21 0.19 -0.24
O 1.11531 -2.84370 -4.97436 0.06 0.35 0.74
O 1.53359 -2.11361 -2.61591 0.05 -0.04 -0.71
O 0.02402 -0.81396 -4.08793 0.58 -0.46 -0.25
H 0.65572 1.01146 -3.39159 0.00 0.02 -0.03
H -0.25855 1.06823 -4.91840 -0.10 -0.22 0.03
H 2.42512 1.21394 -5.05693 0.14 -0.18 0.14
H 1.59440 0.09573 -6.16562 -0.01 0.07 0.02
C 6.06570 7.41975 0.76976 -0.23 -0.34 0.40
C 4.71013 8.07465 0.58051 -0.05 -0.14 -0.58
O 4.79540 9.31382 1.28712 0.70 -0.01 0.31
S 6.31561 9.86365 1.21042 -0.06 -0.04 -0.07
O 6.39824 10.82042 0.15365 0.15 -0.39 0.66
O 6.76113 10.14227 2.53660 -0.27 0.07 -0.71
O 7.00904 8.49171 0.70373 -0.41 0.55 -0.09
H 6.14552 6.95337 1.75511 -0.03 -0.02 -0.04
H 6.27775 6.67879 0.00123 0.15 0.19 -0.04
H 3.89703 7.46571 0.96835 0.01 0.20 0.15
H 4.52289 8.29912 -0.47312 0.01 -0.09 0.01
C -6.05327 -6.52584 -6.21885 0.31 -0.46 0.17
C -6.90067 -7.38940 -7.13623 0.15 0.34 -0.44
O -8.13424 -7.56653 -6.43662 0.12 0.32 0.61
S -8.44160 -6.24253 -5.55857 0.05 -0.04 -0.08
O -9.33922 -5.41052 -6.29436 0.38 -0.32 0.61
O -8.69146 -6.64553 -4.21238 -0.25 0.16 -0.95
O -6.96478 -5.58899 -5.64128 -0.63 -0.19 -0.30
H -5.61435 -7.11774 -5.41172 0.01 0.00 -0.05
H -5.26330 -6.00405 -6.75589 -0.16 0.18 0.07
H -6.43848 -8.35172 -7.34617 -0.21 -0.07 0.16
H -7.11463 -6.87563 -8.07715 0.07 -0.02 0.01
C 6.47919 -5.41239 -0.25697 -0.02 -0.04 -0.60
C 7.48184 -4.28381 -0.41699 0.41 -0.35 0.29
O 6.75262 -3.09717 -0.09058 -0.77 -0.21 0.16
S 5.64516 -3.44705 1.03354 0.49 -0.13 -0.01
O 6.17005 -3.09699 2.31355 -0.61 -0.12 -0.60
O 4.37365 -2.98535 0.57272 0.91 0.00 0.32
O 5.69629 -5.05613 0.88664 0.17 0.67 0.19
H 5.81336 -5.47558 -1.12131 0.06 -0.01 0.00
H 6.96178 -6.37521 -0.10087 -0.12 0.05 0.23
H 7.88082 -4.22210 -1.42717 -0.16 0.22 0.02
H 8.30595 -4.38224 0.29414 -0.01 -0.05 -0.05
C -1.62130 5.90431 -1.39630 -0.11 -0.11 0.54
C -0.95129 4.54859 -1.52207 0.51 0.23 -0.09
O -1.89526 3.73481 -2.22163 -0.55 0.41 -0.11
S -2.73327 4.66003 -3.25106 -0.02 0.04 0.12
O -2.14268 4.54188 -4.54678 -0.46 0.09 0.53
O -4.12401 4.44837 -3.01807 0.75 -0.03 -0.33
O -2.31203 6.09484 -2.63348 0.15 -0.60 -0.36
H -2.35806 5.90813 -0.58853 0.05 -0.02 0.01
H -0.90303 6.70650 -1.23480 -0.08 0.04 -0.23
H -0.71144 4.11058 -0.55445 -0.15 -0.18 -0.09
H -0.04291 4.61129 -2.12734 0.02 0.06 0.08
```
Positions in Å, forces in eV/Å.

Values from the calculation:
Frontier orbital gap   9.4 eV
Structure (SMILES)   CCCCCCCCCCCCCCCO[P@](=O)(OCCC)OOCC.O=S1(=O)OCCO1.O=S1(=O)OCCO1.O=S1(=O)OCCO1.O=S1(=O)OCCO1.O=S1(=O)OCCO1.O=S1(=O)OCCO1
F_max   4.63 eV/A
E_tot   -6171.68615 a.u.
E_HOMO   -9.526 eV



Here is a structure of composition C36H72BaCl4F6NO20S2 at a distorted geometry from the Open Molecules 2025 dataset. Energies are from ωB97M-V/def2-TZVPD.

Structure (XYZ):
```
142
Properties=species:S:1:pos:R:3:forces:R:3
Ba -4.26511 3.29994 -3.80244 0.94 -0.48 0.06
C -0.06218 -1.22250 -2.80056 1.04 -0.18 2.50
F -0.78407 -1.42958 -3.86103 -0.22 -0.61 -1.05
F -0.70707 -1.71179 -1.73316 -0.17 -0.18 -0.70
F 1.14734 -1.83698 -2.83454 -1.29 0.68 -0.66
S 0.17743 0.63024 -2.61114 1.09 1.59 -2.20
O 1.53230 0.81871 -2.09876 -2.29 -0.06 -0.19
O 0.00748 1.10036 -4.00472 -0.89 -0.29 1.98
N -1.17600 1.19930 -1.64123 2.80 -1.55 -1.50
S -0.51711 1.00798 -0.18025 1.24 -0.81 4.38
O 0.26805 -0.23103 0.09861 -2.25 2.36 -0.92
O 0.09939 2.21815 0.33384 -0.85 -0.44 -0.63
C -2.11817 0.79328 0.93528 2.06 0.75 -0.60
F -2.76584 -0.25421 0.59726 -1.61 -2.28 -1.48
F -1.77430 0.57142 2.19777 0.25 1.27 0.16
F -2.95317 1.84672 0.77565 0.30 0.23 0.50
Cl 5.78713 4.45726 3.43383 -0.36 0.08 0.76
C 6.03320 3.59710 1.91759 0.22 0.58 -0.86
C 5.56347 4.51196 0.75339 0.41 -0.33 0.72
Cl 6.94727 5.55046 0.34685 0.29 0.39 -0.46
H 5.57047 2.61036 1.93531 -0.11 0.23 0.07
H 7.12007 3.53208 1.86670 -0.21 -0.52 -0.28
H 4.80900 5.22311 1.08977 -0.24 -0.49 -0.14
H 5.27137 3.96378 -0.14231 -0.02 0.04 0.18
Cl 0.22827 5.52827 6.60091 0.41 -0.36 0.22
C 0.86471 6.85808 5.59894 -0.71 -0.09 0.01
C 0.12063 8.13689 5.99812 0.74 -0.06 -0.30
Cl -1.66139 7.95796 5.90163 0.49 0.26 -0.09
H 0.69409 6.52235 4.57605 -0.16 0.41 -0.01
H 1.94354 6.94166 5.73019 -0.13 0.12 0.29
H 0.44574 8.95919 5.36077 -0.29 -0.05 -0.22
H 0.40949 8.43260 7.00670 -0.34 -0.26 0.08
C 12.71684 -0.10681 -5.03400 0.20 0.21 -0.34
O 11.45581 -0.09812 -5.65631 -1.68 0.21 0.15
C 10.65214 1.13282 -5.70458 1.33 -1.67 0.30
C 10.23634 1.64761 -4.34985 -0.11 -0.97 0.24
O 9.60197 0.61432 -3.52079 0.94 1.13 -0.81
C 8.39636 0.07794 -3.98877 -1.39 0.35 0.01
H 13.29392 0.74990 -5.38202 0.40 0.02 -0.09
H 13.18085 -1.04962 -5.32365 0.12 0.18 -0.37
H 12.79152 -0.13114 -3.94683 -0.81 0.31 0.32
H 9.73376 0.91096 -6.24812 0.33 -0.37 -0.36
H 11.27843 1.82289 -6.26997 -0.32 0.63 0.08
H 9.57947 2.49618 -4.54099 -0.37 0.09 0.27
H 11.12258 2.02654 -3.84083 -0.22 -0.28 0.53
H 7.67041 0.80987 -4.34287 0.19 0.83 -0.16
H 7.84155 -0.33796 -3.14776 0.49 -0.36 0.20
H 8.38642 -0.64941 -4.80053 0.91 -0.32 0.03
C 4.58542 -7.64024 -2.75223 0.47 0.59 0.94
O 3.69307 -8.42448 -1.99502 -0.57 -0.51 -0.45
C 3.61123 -8.16912 -0.61731 -0.69 -0.67 0.39
C 2.44220 -8.96129 0.06422 -0.22 -0.18 -0.93
O 2.29516 -10.32921 -0.35678 3.57 2.85 -0.86
C 1.17158 -10.92017 -0.00002 -2.56 -2.50 0.98
H 4.29080 -6.59281 -2.81701 -0.52 0.19 -0.07
H 4.72361 -8.01587 -3.76609 -0.26 -0.35 0.27
H 5.54538 -7.58376 -2.23903 0.42 -0.30 -0.11
H 3.40831 -7.11621 -0.42160 -0.14 0.31 0.02
H 4.53376 -8.39203 -0.08125 0.38 -0.26 -0.22
H 1.48421 -8.48103 -0.13503 -0.09 0.32 -0.25
H 2.57413 -8.90681 1.14484 0.23 -0.08 0.22
H 1.28456 -11.95740 -0.31546 -0.20 -0.20 0.08
H 0.22618 -10.59444 -0.43387 -0.04 0.70 -0.53
H 0.96990 -10.94783 1.07080 0.21 0.12 0.52
C -3.01017 2.00260 -8.64912 -0.31 0.19 0.53
O -4.02711 1.56496 -7.70621 1.06 1.63 0.70
C -4.69869 0.39527 -8.00568 -0.45 -1.23 -0.66
C -5.88024 0.08161 -7.06639 -0.23 0.06 -2.30
O -5.63992 0.15182 -5.74004 0.54 2.27 2.89
C -5.24702 -0.99207 -5.07475 0.41 -2.09 -0.16
H -3.47331 2.14208 -9.62593 0.25 -0.15 -0.09
H -2.08172 1.43195 -8.66993 -0.48 -1.05 -0.17
H -2.57685 2.94271 -8.30776 -0.76 0.39 0.18
H -3.99698 -0.43513 -8.08412 0.16 -0.26 0.34
H -5.15841 0.44438 -8.99277 -0.11 0.15 -0.35
H -6.27637 -0.89817 -7.33324 0.14 -0.31 -0.20
H -6.70993 0.75633 -7.27726 0.09 0.34 -0.07
H -4.92627 -0.85362 -4.04225 -0.16 0.63 -0.06
H -4.42074 -1.49143 -5.58072 0.25 0.03 -0.09
H -6.05918 -1.71894 -5.06230 -0.22 -0.08 0.10
C 2.82971 1.04660 10.86746 -0.97 -1.01 -1.11
O 2.76120 0.06761 9.77757 0.40 0.73 -0.10
C 1.45938 -0.07401 9.25987 -0.66 -1.63 -0.61
C 1.26611 -1.36421 8.33850 1.86 0.83 -0.13
O 2.27324 -1.45730 7.29555 -0.98 -0.69 0.77
C 2.26017 -0.41451 6.37699 0.45 1.36 -0.24
H 3.72893 1.66181 10.83563 0.38 -0.78 0.06
H 2.66332 0.41460 11.73981 0.38 0.69 0.52
H 2.03687 1.78834 10.77089 -0.39 -0.14 0.02
H 1.15436 0.83193 8.73609 -0.15 0.10 -0.03
H 0.76010 -0.31849 10.05945 -0.32 0.50 0.36
H 0.27368 -1.49825 7.90814 -0.32 0.95 -0.16
H 1.33111 -2.26920 8.94254 0.73 0.08 0.12
H 3.00139 -0.56556 5.59220 -0.04 -0.54 0.10
H 2.55732 0.53304 6.82638 0.17 0.18 0.40
H 1.31957 -0.16225 5.88739 -0.53 -0.62 0.02
C -3.04480 6.88361 -0.96753 0.65 -0.42 -2.12
O -2.36412 6.45046 -2.21288 -1.03 -1.04 2.01
C -1.32139 7.33323 -2.45843 0.27 1.04 -1.79
C -0.53790 6.79737 -3.65693 0.63 -0.15 0.74
O -1.19829 6.60420 -4.88140 -0.32 -0.44 -0.28
C -1.44250 7.68220 -5.76843 -0.82 -0.25 -0.26
H -3.92073 6.23761 -0.90820 0.01 0.25 0.46
H -3.29466 7.91988 -1.19515 -0.43 0.07 0.67
H -2.36423 6.80013 -0.12021 -0.21 -0.09 0.03
H -0.60155 7.51283 -1.65989 -0.02 -0.60 0.46
H -1.80986 8.29774 -2.59705 0.28 0.52 -0.48
H -0.24710 5.80643 -3.30826 -0.09 -0.35 -0.26
H 0.43336 7.28160 -3.75824 -0.12 0.61 -0.23
H -2.20191 8.34781 -5.35811 0.43 0.57 0.22
H -1.94286 7.27084 -6.64508 0.01 -0.44 0.02
H -0.57386 8.17242 -6.20804 0.31 0.20 0.73
C -3.79849 -8.60461 4.39655 -0.83 -0.64 0.72
O -3.00822 -8.78632 5.57823 0.02 1.36 -0.47
C -1.63417 -8.61653 5.35961 0.75 -0.42 -0.16
C -1.14931 -7.27344 4.83494 -0.19 0.69 0.00
O -1.43506 -7.13494 3.46342 0.46 0.83 -1.57
C -0.94368 -5.91293 2.80937 0.00 -1.36 0.68
H -3.56793 -9.41358 3.70337 -0.25 -0.15 -0.13
H -3.79936 -7.67906 3.82082 0.92 0.35 0.49
H -4.80889 -8.64859 4.80309 -0.15 -0.53 -0.35
H -1.28933 -9.42161 4.71074 0.12 0.03 -0.67
H -1.09353 -8.85256 6.27618 -0.34 0.35 0.40
H -0.08194 -7.14572 5.01526 0.37 -0.37 -0.01
H -1.59807 -6.42931 5.35855 -0.40 -0.03 0.45
H -0.76601 -6.12162 1.75439 -0.41 -0.27 0.02
H 0.04154 -5.63906 3.18678 -0.04 0.15 0.40
H -1.65245 -5.09005 2.90216 0.00 0.00 0.20
C -10.47786 3.84250 0.18371 -2.01 0.60 -0.07
C -11.65641 3.61539 0.80297 -1.46 0.27 0.80
C -12.06815 2.33528 1.48505 -0.47 -1.70 1.08
O -13.15005 2.15221 2.09884 2.97 1.09 -2.18
C -10.98694 1.33602 1.40447 -0.10 -0.33 0.06
C -9.78693 1.54328 0.82560 0.64 0.54 -1.46
C -9.46747 2.83950 -0.00643 1.20 0.65 1.66
O -8.38417 3.11515 -0.53040 -1.31 -1.33 0.22
O -8.77063 0.64736 0.81237 -0.90 0.73 -0.09
O -12.60375 4.55589 0.97278 1.18 0.21 -0.95
H -10.46225 4.84864 -0.20849 0.81 0.00 -0.33
H -11.17594 0.36313 1.83361 -0.11 -0.07 0.32
H -9.10597 -0.11634 1.28766 0.28 -0.53 0.21
H -13.41405 4.08291 1.17600 -0.57 -0.14 0.59
```
Positions in Å, forces in eV/Å.

Values from the calculation:
Frontier orbital gap   4.4 eV
F_max   4.65 eV/A
E_tot   -6235.49487 a.u.
E_HOMO   -10.288 eV
Net charge   +1



Here is an isolated molecule of CH2Cl2N2 at a distorted geometry from the Open Molecules 2025 dataset. Energies are from ωB97M-V/def2-TZVPD.

Structure (XYZ):
```
7
Properties=species:S:1:pos:R:3:forces:R:3
C 0.05503 0.45375 0.04320 -1.18 0.72 -1.73
N -0.85837 -0.45839 -0.66856 1.07 -0.07 -0.46
N 0.84602 -0.58892 0.71660 -1.52 1.39 0.32
Cl -2.22598 -0.82345 0.15868 -0.53 0.02 0.52
Cl 2.24431 -0.87427 -0.05890 1.05 -0.19 -0.57
H 0.48530 1.09396 -0.78970 0.42 -1.11 0.98
H -0.54631 1.19733 0.59867 0.70 -0.75 0.94
```
Positions in Å, forces in eV/Å.

Values from the calculation:
Frontier orbital gap (alpha / beta)   8.7 / 8.8 eV
Energy above the lowest of the compared OMol25 structures with the same formula, charge and spin   418.5 kJ/mol
F_max   2.21 eV/A
E_tot   -1069.01274 a.u.
E_HOMO (alpha / beta)   -9.786 / -9.750 eV